w:
The following is a quantum chemistry calculation of CH3FS as an isolated structure, from OMol25.

Calculated values
**LUMO level**: -0.1 eV
**Frontier orbital gap**: 9.68 eV

Each line ends with the Mulliken charge.
Cartesian coordinates (Å):
C -0.27638 -0.34954 0.34587  0.06
F -0.35343 -0.43131 -1.01950  -0.11
S 0.73800 -1.49701 1.03194  -0.11
H -0.38055 2.28927 -0.40003  -0.06
H -0.98274 2.35697 0.10178  0.07
H 1.25511 -2.36839 -0.06006  0.16

=====

x:
The following is a quantum chemistry calculation of one molecule with the formula CH3FS, from OMol25.

Calculated values
**LUMO level**: 0.9 eV
**Frontier orbital gap**: 10.94 eV
**SMILES**: FCS

Each line ends with the Mulliken charge.
Cartesian coordinates (Å):
F 1.30129 1.13628 0.03475  -0.26
C 0.35753 0.12188 -0.33939  -0.17
S -1.31954 0.61928 -0.06040  -0.14
H 0.42288 -0.16204 -1.37691  0.22
H 0.55877 -0.64368 0.26822  0.24
H -1.34445 0.24421 1.14377  0.11

=====

According to the calculations, the structures order from most to least stable as x, w.